A 2-piece molecular cluster, C5H9N2P overall in a non-equilibrium geometry. Source: OMol25; level of theory: ωB97M-V with the def2-TZVPD basis set.

Geometry as ORCA input:
```
! RIJCOSX wB97M-V def2-TZVPD def2/J DEFGRID3
* xyz 0 1
C 1.58723 -0.91022 0.41398
P 1.63392 0.14613 1.86599
C 0.19025 -0.70354 2.49557
N 0.02801 -1.83642 1.91151
N 0.69700 -1.81217 0.73032
H 0.83056 1.13347 1.23905
H -0.16804 -0.66163 3.51203
H 0.50152 -2.63276 0.19346
C -1.48184 -0.22999 -1.22242
C -0.24394 0.22769 -1.53307
C -0.02750 1.78312 -1.42699
H -2.21545 0.48593 -0.91197
H -1.93028 -1.20130 -1.22625
H 0.59502 -0.27839 -1.96157
H -1.01898 2.24277 -1.29748
H 0.49307 2.18544 -2.17875
H 0.52945 2.06189 -0.60340
*
```

Properties
- ΔE to the lowest compared entry with this formula, charge and spin: 388.8 kJ/mol
- Largest force on an atom: 0.0951 Eh/bohr
- Frontier orbital gap: 9.013 eV
- Highest occupied orbital energy: -8.76 eV
- SMILES string: C1#[PH]C=NN1.C=CC
- LUMO energy: 0.00941 hartree

---

C20H20BBrCuN8O2 as an isolated structure in a non-equilibrium geometry. Source: OMol25; level of theory: ωB97M-V with the def2-TZVPD basis set.

Geometry as ORCA input:
```
! RIJCOSX wB97M-V def2-TZVPD def2/J DEFGRID3
* xyz -1 1
Cu 0.57956 0.28318 -0.72801
C 0.94539 0.66550 5.17402
C 0.27091 1.46620 4.23239
N -0.00810 0.77176 3.10944
N 0.51653 -0.45663 3.27484
C 1.11079 -0.51035 4.48579
B 0.59823 -1.61850 2.20338
N 1.97094 -1.60712 1.40481
C 2.92233 -2.54590 1.54470
C 3.85922 -2.44208 0.51645
C 3.33170 -1.37196 -0.24225
N 2.21244 -0.88065 0.25579
N -0.70085 -1.64402 1.29100
C -1.74116 -2.45582 1.44053
C -2.75200 -2.04402 0.61683
C -2.21395 -0.95206 -0.04840
N -0.96665 -0.69653 0.32234
H 1.43721 1.03595 6.07318
H -0.07435 2.47847 4.26321
H 1.59819 -1.42101 4.83629
H 0.56411 -2.67970 2.81836
H 2.76921 -3.23047 2.36617
H 4.76745 -2.99668 0.39828
H 3.74340 -0.98451 -1.17466
H -1.69764 -3.28608 2.14172
H -3.74324 -2.49675 0.56831
H -2.69983 -0.33692 -0.80976
C 1.77380 5.57421 0.33817
N 0.99382 4.35710 0.07807
C -0.37982 4.27372 -0.01946
C -0.65842 2.96206 -0.23416
N 0.51478 2.24697 -0.31553
C 1.47537 3.12970 -0.12814
H 1.83298 6.19022 -0.57006
H 2.77833 5.23940 0.62211
H 1.36384 6.16596 1.14128
H -1.02130 5.09448 0.16258
H -1.61934 2.50859 -0.37663
H 2.54844 2.97166 -0.18026
Br -1.78657 -4.43379 -2.68126
C -2.03819 -2.62154 -3.27088
C -3.28760 -2.40899 -3.82357
C -3.62628 -1.18849 -4.40705
C -2.72443 -0.10954 -4.31706
C -1.49989 -0.31396 -3.73952
C -1.09089 -1.57788 -3.23914
C 0.39209 -1.71478 -2.79491
O 0.91070 -2.83487 -2.84451
O 0.94045 -0.60101 -2.49591
H -4.03354 -3.17899 -3.86443
H -4.57348 -1.08563 -4.91028
H -3.01232 0.82880 -4.79179
H -0.77237 0.48331 -3.67243
*
```

Properties
- ΔE to the lowest compared entry with this formula, charge and spin: 0.0 kJ/mol
- Largest force on an atom: 0.0433 Eh/bohr
- Frontier orbital gap: 6.605 eV
- Highest occupied orbital energy: -4.28 eV
- LUMO energy: 0.08537 hartree

---

A 2-piece molecular cluster, C6H9N3O overall in a non-equilibrium geometry. Source: OMol25; level of theory: ωB97M-V with the def2-TZVPD basis set.

Geometry as ORCA input:
```
! RIJCOSX wB97M-V def2-TZVPD def2/J DEFGRID3
* xyz 0 1
C -1.83625 1.29266 1.11874
C -0.50310 1.61433 1.18720
C -2.26619 0.09933 0.39585
C 0.48239 0.75226 0.46677
C -0.05473 -0.50630 -0.00831
C 0.84216 -1.69827 -0.10995
N -3.44853 -0.16464 0.22414
N 0.91491 0.66165 -2.20883
N 0.12955 -0.22672 -2.34637
O -1.30672 -0.82103 0.11853
H -2.63329 1.86298 1.68050
H -0.08239 2.53851 1.62607
H 0.72390 1.24876 -0.55792
H 1.40495 0.69499 0.97899
H 0.52655 -2.35568 -0.90899
H 0.78206 -2.33207 0.81328
H 1.81699 -1.33177 -0.07084
H -3.56347 -1.11265 -0.28463
H 1.09525 1.24927 -2.93804
*
```

Properties
- ΔE to the lowest compared entry with this formula, charge and spin: 491.9 kJ/mol
- Largest force on an atom: 0.0861 Eh/bohr
- Frontier orbital gap (spin up / spin down): 7.614 / 8.163 eV
- Highest occupied orbital energy (spin up / spin down): -6.78 / -7.40 eV
- LUMO energy (spin up / spin down): 0.03062 / 0.02793 hartree

---

A 2-piece molecular cluster, C2H5O overall in a non-equilibrium geometry. Source: OMol25; level of theory: ωB97M-V with the def2-TZVPD basis set.

Geometry as ORCA input:
```
! RIJCOSX wB97M-V def2-TZVPD def2/J DEFGRID3
* xyz -2 2
O 1.63055 -0.86305 -2.35610
H 1.54102 -0.40277 -3.18664
C -0.55290 -0.44084 0.79684
C -0.47815 0.85322 1.07131
H -0.78295 -1.13856 1.60861
H -0.47823 -0.83123 -0.22430
H -0.59859 1.28366 2.06276
H -0.28074 1.53957 0.22753
*
```

Properties
- ΔE to the lowest compared entry with this formula, charge and spin: 79.6 kJ/mol
- Largest force on an atom: 0.0921 Eh/bohr
- Frontier orbital gap (spin up / spin down): 2.753 / 6.957 eV
- Highest occupied orbital energy (spin up / spin down): 5.55 / 1.19 eV
- LUMO energy (spin up / spin down): 0.30521 / 0.29948 hartree